ORCA calculation (ωB97M-V/def2-TZVPD) on a structure of composition C19H23N3O2.

```
! RIJCOSX wB97M-V def2-TZVPD def2/J DEFGRID3
* xyz 0 1
C -6.4594 -0.1877 -0.3817
O -5.5999 -1.2858 -0.0031
C -4.5046 -0.8356 0.7930
C -3.4375 -0.3035 0.0480
C -2.9596 -1.3416 -1.2075
C -1.8500 -0.5777 -1.6755
C -0.8127 -0.3051 -0.5222
N -1.2874 0.7090 0.2182
C -2.4015 0.0529 0.9474
H -2.6644 0.6472 1.8258
H -2.0718 -0.7160 1.5350
C -0.3447 1.2751 1.1480
C 0.7082 1.9362 0.4417
C 2.0165 2.0261 0.1489
N 2.3513 3.1057 -0.5771
N 1.3273 3.9963 -0.2816
C 0.4173 3.2783 0.2453
H -0.5743 3.9134 0.4341
H 3.3619 3.4409 -0.9230
C 2.8903 0.8875 0.2644
C 2.7490 -0.4670 0.4457
C 3.9477 -0.9752 0.4811
C 4.5857 -2.2331 0.5711
C 5.8478 -2.5127 0.3565
C 6.7080 -1.3689 -0.5721
C 6.2972 -0.2431 -0.5385
C 4.8978 -0.2346 -0.1972
O 4.2254 1.2657 -0.3351
H 6.7454 0.4932 -0.8128
H 7.7741 -1.7882 -0.5056
H 6.3533 -3.4323 0.2699
H 3.9446 -3.1655 0.7850
H 1.9484 -0.9000 0.9369
H 0.3065 0.2285 1.6947
H -0.7833 1.6625 2.0511
H 0.1580 0.5383 -1.1248
H -0.3198 -1.1185 -0.4284
H -1.3773 -1.1152 -2.2347
H -2.1333 0.4876 -2.1748
H -2.7945 -2.0001 -0.5456
H -3.7041 -1.4265 -1.6132
H -3.9591 0.7551 -0.1121
H -4.4301 -1.9136 1.2909
H -5.0502 -0.4019 1.6576
H -7.4930 -0.5511 -1.0228
H -6.6725 0.3924 0.3500
H -5.8765 0.3090 -1.1508
*
```

## Properties
* M: 325.41 g mol⁻¹
* relative energy (zero: lowest compared OMol25 entry of this formula, charge and spin): 21.409 eV
* LUMO level: 0.04 eV
* highest occupied orbital energy: -0.293 hartree
* energy: -28622.1886 eV



ORCA calculation (ωB97M-V/def2-TZVPD) on the molecule C19H23N3O4.

```
! RIJCOSX wB97M-V def2-TZVPD def2/J DEFGRID3
* xyz 0 1
C 4.3671 2.9789 2.2090
C 4.0711 4.2275 1.2969
C 2.8556 4.1432 0.3809
C 2.9468 3.3763 -0.7986
N 2.8431 2.1357 -0.5354
C 3.9763 1.1538 -0.6162
O 5.0518 1.4137 -1.0062
C 3.4566 -0.2550 -0.3024
O 4.0063 -1.3307 -0.3103
N 2.1585 0.0423 0.3697
C 1.0942 -0.7880 0.6409
C 0.3138 -1.0620 -0.3649
O 0.3753 -0.4205 -1.4549
N -0.7828 -1.8461 -0.1747
C -1.8079 -2.1316 -1.1366
C -1.9580 -3.5152 -1.4732
C -2.7336 -4.4450 -0.5829
C -4.3019 -3.5995 -0.3795
C -4.2704 -2.3098 -0.2929
C -5.2558 -1.7002 -0.0103
C -5.2844 -0.3027 0.5684
C -4.2283 0.4172 0.0395
C -3.0208 -0.1477 -0.3911
C -3.0997 -1.4214 -0.7626
C 2.0282 1.2202 0.1414
O 0.9794 1.8766 0.3866
H 4.6009 2.2310 1.5725
H 4.9873 3.2315 2.9493
H 3.4980 2.6879 2.5127
H 4.2512 5.1651 1.9170
H 4.9160 4.4349 0.6702
H 2.8470 5.3802 0.1117
H 2.0546 4.1513 1.1109
H 2.0676 3.5645 -1.2669
H 4.1180 3.4677 -1.1047
H 0.6915 -0.7139 1.6000
H 1.7121 -1.8518 0.7834
H -0.9717 -2.4095 0.5505
H -1.3756 -1.5854 -2.0562
H -1.0690 -3.9939 -1.6651
H -2.5182 -3.7220 -2.6145
H -2.8073 -5.2992 -0.8487
H -2.2842 -4.2349 0.4615
H -4.7849 -4.0813 0.4225
H -4.7450 -3.9359 -1.3168
H -6.0989 -2.4233 0.5604
H -6.2849 0.2434 0.6607
H -4.2919 1.5124 0.3775
H -2.2932 0.4712 -0.8285
*
```

## Properties
* M: 357.41 g mol⁻¹
* relative energy (zero: lowest compared OMol25 entry of this formula, charge and spin): 16.720 eV
* LUMO level: -0.82 eV
* highest occupied orbital energy: -0.326 hartree
* structure (SMILES): CCCCN1C(=O)C(=O)N(CC(=O)N[C@H]2CCCc3ccccc32)C1=O
* energy: -32723.0773 eV



ORCA calculation (ωB97M-V/def2-TZVPD) on the molecule C19H23N3O6S.

```
! RIJCOSX wB97M-V def2-TZVPD def2/J DEFGRID3
* xyz 0 1
C -2.9160 -2.5268 1.8632
C -3.7160 -1.8835 0.7374
C -2.8926 -0.8356 -0.0094
C -3.6936 -0.1174 -1.1000
C -4.6359 0.9635 -0.5539
C -3.9886 2.3466 -0.4881
O -2.8675 2.3637 0.3976
C -1.6455 2.3651 -0.1600
O -1.4149 2.4615 -1.3358
N -0.7173 2.2473 0.8428
C 0.6543 2.0781 0.7260
C 1.3691 1.7080 1.8684
C 2.7225 1.4574 1.7867
C 3.3670 1.5916 0.5705
S 5.0688 1.0726 0.4356
O 5.4614 0.4268 1.6471
O 5.9071 2.0952 -0.1097
N 4.9955 -0.0854 -0.8123
C 3.9131 -0.9137 -0.9944
C 3.5594 -1.3833 -2.2636
C 2.4393 -2.1749 -2.4399
C 1.6272 -2.4928 -1.3665
C 1.9886 -2.0330 -0.1060
N 1.1297 -2.3096 1.0148
O 0.2830 -3.1674 0.8802
O 1.2830 -1.6468 2.0191
C 3.1337 -1.2798 0.1007
C 2.6849 2.0078 -0.5567
C 1.3273 2.2541 -0.4850
H -3.5065 -3.2906 2.3636
H -2.6261 -1.7810 2.6009
H -2.0125 -2.9909 1.4750
H -4.6157 -1.4220 1.1513
H -4.0364 -2.6544 0.0328
H -2.5080 -0.1093 0.7082
H -2.0327 -1.3316 -0.4662
H -4.2780 -0.8624 -1.6437
H -3.0069 0.3426 -1.8135
H -5.5104 1.0576 -1.1997
H -4.9819 0.6859 0.4422
H -4.6959 3.0805 -0.0924
H -3.6517 2.6593 -1.4814
H -1.1049 2.1382 1.7710
H 0.8550 1.5839 2.8089
H 3.2867 1.1324 2.6458
H 5.4980 0.1980 -1.6387
H 4.1730 -1.1189 -3.1120
H 2.1861 -2.5278 -3.4273
H 0.7290 -3.0773 -1.4850
H 3.4199 -0.9905 1.0979
H 3.2163 2.1313 -1.4872
H 0.7766 2.5574 -1.3591
*
```

## Properties
* M: 421.47 g mol⁻¹
* relative energy (zero: lowest compared OMol25 entry of this formula, charge and spin): 2.495 eV
* LUMO level: -0.63 eV
* highest occupied orbital energy: -0.337 hartree
* structure (SMILES): CCCCCCOC(=O)Nc1ccc(S(=O)(=O)Nc2cccc([N+](=O)[O-])c2)cc1
* energy: -47664.8254 eV



ORCA calculation (ωB97M-V/def2-TZVPD) on the molecule C19H23N5O.

```
! RIJCOSX wB97M-V def2-TZVPD def2/J DEFGRID3
* xyz 0 1
C 2.0747 -5.2605 2.7470
C 2.1274 -4.2479 1.5398
C 3.5039 -3.5262 1.5826
C 0.8798 -3.4348 1.5097
C 0.4090 -2.9935 0.1227
N 0.4146 -1.5107 0.2799
C 0.6666 -1.1707 1.5931
N 1.0633 -2.1647 2.3179
N 0.4065 0.1434 2.0362
C 0.7752 0.4965 3.3473
C -0.3492 1.0376 1.3006
O -0.5929 2.1528 1.6451
C -0.8217 0.5997 0.0462
C -0.3481 -0.6923 -0.5182
N -0.8217 -1.0060 -1.6803
N -1.5233 0.0802 -2.0288
C -2.4706 -0.0519 -3.1094
C -1.5720 1.0397 -0.9684
C -2.3993 2.3880 -0.9725
C -1.6949 3.5454 -1.6160
C -0.4512 4.0877 -1.1368
C 0.1096 5.2266 -1.7460
C -0.4849 5.8183 -2.8822
C -1.5770 5.1907 -3.3916
C -2.2117 4.1514 -2.7312
H 3.0177 -5.8196 2.8451
H 1.9969 -4.5996 3.6696
H 1.2201 -5.9410 2.5831
H 2.0625 -4.8874 0.6381
H 3.5651 -2.9519 2.4502
H 3.6292 -2.8490 0.6981
H 4.2841 -4.3308 1.5260
H 0.0935 -3.9789 2.0400
H -0.5120 -3.4314 -0.2336
H 1.1779 -3.3020 -0.5866
H 0.2760 1.4126 3.6761
H 0.4249 -0.3285 4.0192
H 1.8194 0.6386 3.5036
H -3.5151 0.0532 -2.7803
H -2.2357 0.6996 -3.9234
H -2.3771 -1.0637 -3.6428
H -3.3411 2.1746 -1.3802
H -2.6540 2.7753 0.0411
H 0.0758 3.7497 -0.1991
H 1.0493 5.8112 -1.4850
H 0.0306 6.6257 -3.3607
H -1.9367 5.6610 -4.2871
H -3.2630 3.9835 -3.0985
*
```

## Properties
* M: 337.43 g mol⁻¹
* relative energy (zero: lowest compared OMol25 entry of this formula, charge and spin): 2.759 eV
* LUMO level: 0.72 eV
* highest occupied orbital energy: -0.292 hartree
* structure (SMILES): CC(C)[C@@H]1CN2C(=N1)N(C)C(=O)c1c2nn(C)c1Cc1ccccc1
* energy: -29573.0616 eV



ORCA calculation (ωB97M-V/def2-TZVPD) on the molecule C19H23NO2.

```
! RIJCOSX wB97M-V def2-TZVPD def2/J DEFGRID3
* xyz 0 1
C -6.2687 -2.6956 0.8268
C -5.6858 -1.3176 0.5495
O -4.3273 -1.5076 0.1954
C -3.5084 -0.4705 -0.1255
C -2.2133 -0.8639 -0.4550
C -1.2313 0.0422 -0.8139
C 0.1616 -0.4089 -1.1553
N 1.1185 0.2871 -0.3203
C 2.4724 0.0316 -0.3682
C 3.0737 -0.6166 -1.4484
C 4.4475 -0.7992 -1.4960
C 5.2320 -0.3414 -0.4592
C 4.6407 0.3035 0.6252
C 3.2804 0.4925 0.6811
C 5.6859 0.7188 1.6194
C 6.9091 -0.1189 1.2140
C 6.7211 -0.4114 -0.2833
C -1.5545 1.3899 -0.8356
C -2.8317 1.8048 -0.5067
C -3.8251 0.9004 -0.1505
O -5.1043 1.2854 0.1805
C -5.4286 2.6519 0.1445
H -7.3137 -2.6041 1.1087
H -5.7211 -3.1751 1.6336
H -6.1907 -3.3178 -0.0606
H -5.7624 -0.6864 1.4417
H -6.2288 -0.8333 -0.2696
H -2.0030 -1.9219 -0.4228
H 0.2397 -1.5012 -1.0427
H 0.3748 -0.1597 -2.2021
H 0.7678 0.5161 0.5985
H 2.4679 -0.9852 -2.2610
H 4.8916 -1.3051 -2.3416
H 2.8239 0.9905 1.5259
H 5.3815 0.5412 2.6512
H 5.8921 1.7876 1.5096
H 7.8488 0.3908 1.4232
H 6.9017 -1.0589 1.7687
H 7.1362 -1.3771 -0.5738
H 7.2044 0.3580 -0.8935
H -0.8066 2.1182 -1.1078
H -3.0522 2.8596 -0.5326
H -6.4778 2.7066 0.4322
H -4.8297 3.2299 0.8561
H -5.3080 3.0709 -0.8598
*
```

## Properties
* M: 297.40 g mol⁻¹
* relative energy (zero: lowest compared OMol25 entry of this formula, charge and spin): 1.821 eV
* LUMO level: 0.78 eV
* highest occupied orbital energy: -0.272 hartree
* structure (SMILES): CCOc1cc(CNc2ccc3c(c2)CCC3)ccc1OC
* energy: -25660.9261 eV